14
Properties=species:S:1:pos:R:3:mulliken_spin:R:1 method="wB97M-V/def2-TZVPD" homo_ha="-0.39243 / -0.55849" relative_energy_kcal_mol=22.1 spin_multiplicity=3 charge=+1 gap_ha="0.2452 / 0.2779"
H 1.444 1.350 -0.364 0.01
O -2.405 1.519 0.243 0.23
H 0.732 1.414 1.076 0.00
H -0.347 0.253 -1.538 -0.01
C -1.928 0.489 -0.055 0.08
N -2.343 -0.852 -0.012 0.76
C -0.034 -1.064 0.047 0.06
H 0.706 -1.688 -0.405 0.00
H -1.538 -2.723 -0.093 0.05
C -1.396 -1.694 0.022 0.60
H -0.006 2.363 -0.114 0.00
H 0.206 -0.981 1.166 0.06
C -0.363 0.288 -0.498 0.17
N 0.484 1.467 0.039 0.00